(1)
{
  "formula": "C4H9NO",
  "method": "ωB97M-V/def2-TZVPD",
  "largest_force_ha_per_bohr": 0.0675,
  "multiplicity": 1,
  "smiles": "N[C@@H]1CCOC1",
  "homo_ev": -9.4057,
  "symbols": ["N", "C", "C", "C", "O", "C", "H", "H", "H", "H", "H", "H", "H", "H", "H"],
  "positions_angstrom": [[-1.479, -0.802, -1.173], [-0.614, -0.395, -0.038], [-0.062, 1.059, -0.042], [0.996, 0.962, 0.967], [1.754, -0.166, 0.284], [0.662, -1.168, 0.018], [-2.381, -0.382, -0.918], [-1.086, -0.331, -2.074], [-1.164, -0.491, 0.948], [0.401, 1.176, -1.074], [-0.793, 1.892, -0.002], [0.507, 0.488, 1.978], [1.693, 1.916, 1.179], [0.629, -2.003, 0.878], [0.936, -1.753, -0.929]],
  "atomic_forces_ev_per_a": [[0.8, 1.5, -0.4], [-1.0, 1.0, 0.2], [-1.4, 0.8, -2.5], [1.8, -1.1, 1.6], [-1.6, -0.2, 1.4], [2.5, -2.1, 1.1], [0.2, -0.2, -0.9], [-1.2, -1.0, 2.1], [0.2, -0.3, -1.3], [-0.2, 0.1, 1.2], [0.1, -0.7, 0.5], [1.5, 1.5, -2.0], [-1.5, -2.5, -0.6], [0.3, 1.9, -1.7], [-0.5, 1.2, 1.2]],
  "lowdin_charge": [0.019, -0.441, -0.210, -0.185, -0.197, -0.169, 0.065, 0.116, 0.148, 0.135, 0.120, 0.156, 0.159, 0.149, 0.135]
}

=====

(2)
{
  "formula": "C7H12BrN3RbSbSe4",
  "method": "ωB97M-V/def2-TZVPD",
  "largest_force_ha_per_bohr": 0.0127,
  "charge": -2,
  "multiplicity": 1,
  "homo_ev": -0.5439,
  "symbols": ["Rb", "N", "C", "C", "N", "H", "H", "H", "H", "H", "H", "H", "H", "Se", "Sb", "Se", "Se", "Se", "Br", "C", "C", "C", "N", "C", "C", "H", "H", "H", "H"],
  "positions_angstrom": [[-0.605, -0.108, -1.097], [2.566, 0.569, -0.738], [2.551, 1.585, 0.324], [2.108, 2.946, -0.184], [0.699, 2.919, -0.625], [2.499, -0.371, -0.357], [3.418, 0.622, -1.277], [3.519, 1.704, 0.815], [1.861, 1.256, 1.103], [2.723, 3.231, -1.042], [2.299, 3.681, 0.605], [0.392, 3.838, -0.910], [0.098, 2.638, 0.142], [-2.118, -4.023, 3.036], [-2.031, -2.748, 0.943], [-2.463, -0.284, 1.424], [0.333, -2.887, -0.005], [-3.587, -3.504, -0.800], [-1.805, -0.821, 6.622], [-0.750, -0.270, 5.142], [-0.219, -1.211, 4.291], [0.529, -0.740, 3.215], [0.766, 0.558, 2.994], [0.209, 1.438, 3.828], [-0.562, 1.085, 4.919], [-0.439, -2.268, 4.379], [0.918, -1.446, 2.484], [0.374, 2.492, 3.606], [-1.014, 1.834, 5.557]],
  "atomic_forces_ev_per_a": [[0.1, 0.3, -0.6], [-0.1, 0.2, 0.2], [-0.2, -0.3, -0.2], [-0.3, -0.2, -0.3], [0.3, -0.1, 0.1], [-0.1, 0.0, 0.0], [0.1, 0.0, -0.1], [0.2, 0.0, 0.1], [0.0, -0.1, 0.1], [0.0, 0.0, -0.1], [0.0, 0.1, 0.1], [0.0, 0.1, 0.0], [0.0, 0.0, 0.2], [0.0, 0.0, 0.0], [0.1, 0.2, 0.0], [-0.2, -0.2, 0.2], [0.0, -0.2, 0.2], [0.1, 0.1, 0.0], [0.0, 0.0, 0.0], [0.0, 0.0, 0.0], [0.0, 0.0, 0.0], [0.0, 0.3, 0.0], [0.0, -0.1, 0.2], [0.1, -0.1, -0.2], [-0.1, 0.0, 0.0], [0.0, 0.0, 0.0], [0.0, 0.0, 0.0], [0.0, -0.1, 0.0], [0.0, -0.1, 0.0]],
  "lowdin_charge": [0.362, -0.019, -0.294, -0.292, -0.022, 0.031, 0.055, 0.100, 0.076, 0.098, 0.096, 0.053, 0.050, -0.301, -0.437, -0.386, -0.417, -0.386, 0.685, -0.687, -0.151, -0.175, 0.041, -0.183, -0.140, 0.014, 0.047, 0.095, 0.087]
}